Entry from OMol25: a single C3H5F2NO molecule (wB97M-V/def2-TZVPD).

Results
E_LUMO	-0.3	eV
calculated total energy	-446.91838	hartree
SMILES	CC(F)(F)CN=O
energy relative to the best compared isomer or geometry (same formula, charge and spin)	349.00	kJ/mol
E_HOMO	-9.2	eV

Atoms and positions in Å:
F  0.172  -1.628  -0.783
C  0.695  0.773  -0.558
H  0.492  0.975  -1.677
O  2.842  0.905  0.396
F  0.653  -0.877  1.228
H  -1.915  -1.566  0.055
C  -0.049  -0.603  0.144
N  2.222  0.835  -0.633
H  -2.069  0.342  0.006
C  -1.553  -0.515  0.423
H  0.237  1.650  -0.088
H  -1.726  -0.290  1.488

=====

Entry from OMol25: 2 unconnected molecules or ions with the total composition C7H14N2 (wB97M-V/def2-TZVPD).

Results
E_LUMO	0.9	eV
calculated total energy	-384.61099	hartree
SMILES	CCc1c[nH]cn1.CC
energy relative to the best compared isomer or geometry (same formula, charge and spin)	54.88	kJ/mol
E_HOMO	-8.6	eV

Atoms and positions in Å:
H  0.994  5.012  0.132
H  0.693  -4.889  -1.998
H  1.874  2.988  1.397
H  -0.896  4.457  -1.349
H  -1.623  -3.410  -1.018
H  -0.775  1.388  2.684
C  -0.433  3.694  -0.740
H  -0.397  -3.931  -3.081
H  1.094  0.087  0.847
C  0.189  -3.946  -2.172
C  -0.547  -3.533  -0.907
C  1.014  2.988  0.747
N  -0.703  2.435  -0.576
H  -1.301  -0.206  2.316
C  -0.424  0.442  2.301
H  1.016  -3.266  -2.403
C  0.112  0.571  0.862
H  -0.184  -2.568  -0.536
H  -0.385  -0.086  0.160
C  0.192  1.971  0.363
H  0.217  -0.122  2.975
H  -0.339  -4.164  -0.041
N  0.613  4.087  0.036

=====

Entry from OMol25: a molecular structure, C33H37BrN6O3S8SbSc (wB97M-V/def2-TZVPD).

Results
E_LUMO	2.7	eV
calculated total energy	-8594.59223	hartree
energy relative to the best compared isomer or geometry (same formula, charge and spin)	0.00	kJ/mol
E_HOMO	-3.1	eV
total charge	-2

Atoms and positions in Å:
C  3.074  5.408  0.533
H  -4.654  0.017  -1.064
C  2.330  0.043  -2.984
H  -0.984  -2.587  -2.564
N  -3.119  2.570  2.422
N  1.669  0.729  -1.988
C  3.431  8.508  -1.175
C  -1.141  -5.192  2.095
C  3.180  4.620  -0.639
C  3.226  6.824  0.402
O  5.034  9.328  -2.762
H  -1.545  -6.011  1.459
C  3.440  9.097  1.021
H  -5.254  -3.329  -0.859
H  -1.669  -3.863  -3.711
H  0.179  -4.380  -1.592
S  4.641  0.165  0.995
C  2.491  3.421  1.682
C  -0.975  1.380  3.220
H  -3.818  -5.203  -0.880
C  4.637  -1.586  0.748
H  0.135  1.996  -1.634
C  2.882  3.278  -0.623
S  3.629  8.979  -2.892
C  -3.243  -5.113  -1.804
N  3.479  9.518  -0.286
O  3.287  7.784  -3.718
H  -0.654  -5.921  -2.150
C  -1.800  -3.284  -2.776
H  2.262  -1.039  -4.896
H  -0.943  -5.582  3.091
N  -0.922  1.129  5.761
S  1.920  -2.183  0.116
H  -0.185  -4.784  1.674
H  2.543  5.289  2.655
H  3.469  5.158  -1.570
H  -3.772  -5.158  3.424
C  -0.054  0.744  2.322
N  2.552  2.649  0.552
H  -5.693  -3.120  0.899
H  -3.931  -4.602  -2.517
H  -3.324  -0.357  1.805
Sb  -2.330  -3.032  0.282
H  -4.406  -4.024  2.276
H  -1.523  -3.586  4.325
C  0.004  1.274  -3.698
H  -0.020  0.002  -5.408
C  3.328  7.780  1.433
H  -2.974  -0.154  -0.734
H  2.188  2.842  2.552
C  -1.733  -3.075  3.322
H  -2.717  -2.697  -2.922
C  -1.959  -4.315  -1.649
S  1.409  0.157  2.911
C  1.755  -0.324  -4.218
C  0.541  0.272  -4.534
H  -0.886  1.799  -4.025
H  3.369  7.455  2.486
H  -6.189  -1.908  -0.357
C  5.748  -4.068  0.567
H  3.007  2.624  -1.499
C  2.711  4.751  1.721
H  -3.048  -6.126  -2.183
C  -3.864  -0.735  -0.947
S  6.743  -5.389  0.557
H  3.490  9.948  1.689
H  -3.778  -1.352  -1.901
C  -0.986  1.153  4.583
H  -0.553  -5.466  -0.340
Sc  2.059  0.324  0.498
C  -2.129  2.031  2.753
H  -3.716  -5.517  1.708
H  -4.532  -1.501  2.438
C  3.590  -2.489  0.500
C  -3.581  -4.712  2.430
N  3.298  7.226  -0.894
C  -5.371  -2.572  -0.023
S  6.239  -2.457  0.869
C  -4.297  -0.881  1.560
S  4.032  -4.202  0.468
C  -4.188  -1.651  0.233
H  -5.046  -0.069  1.438
O  2.621  10.022  -3.136
C  0.546  1.375  -2.428
H  -2.534  -2.280  3.494
S  -0.450  0.652  0.657
C  -0.669  -5.085  -1.390
Br  4.024  -0.660  -2.536
C  -2.214  -4.103  2.306
H  -0.818  -2.601  2.976

=====

Among the records above, which one has the highest E_HOMO? C33H37BrN6O3S8SbSc

=====

Which formula does entry 1 have? C3H5F2NO

=====

What did the first record say?
Entry from OMol25: a single C3H5F2NO molecule (wB97M-V/def2-TZVPD).

Results
E_LUMO	-0.3	eV
calculated total energy	-446.91838	hartree
SMILES	CC(F)(F)CN=O
energy relative to the best compared isomer or geometry (same formula, charge and spin)	349.00	kJ/mol
E_HOMO	-9.2	eV

Atoms and positions in Å:
F  0.172  -1.628  -0.783
C  0.695  0.773  -0.558
H  0.492  0.975  -1.677
O  2.842  0.905  0.396
F  0.653  -0.877  1.228
H  -1.915  -1.566  0.055
C  -0.049  -0.603  0.144
N  2.222  0.835  -0.633
H  -2.069  0.342  0.006
C  -1.553  -0.515  0.423
H  0.237  1.650  -0.088
H  -1.726  -0.290  1.488